Record 1
Below is the molecule C20H23N3O5S at a distorted geometry, with properties calculated with ωB97M-V/def2-TZVPD.

```
52
Properties=species:S:1:pos:R:3:forces:R:3:mulliken_charge:R:1
O -3.2458 -2.1142 -1.4410 0.155 0.073 -0.231 -0.58
C -3.2961 -2.4229 -0.2715 -0.457 -0.335 0.271 0.50
C -3.0331 -3.8436 0.2147 -0.065 0.133 -0.211 -0.58
C -1.5550 -4.1737 -0.1097 -0.039 0.067 0.009 -1.27
C -0.7082 -2.9283 -0.0979 0.322 -0.102 0.008 0.93
C -0.2007 -2.4192 -1.2890 0.104 0.068 0.110 -0.79
C 0.5109 -1.2317 -1.3042 0.003 0.029 -0.165 -0.92
C 0.7091 -0.5451 -0.1223 0.224 0.593 -0.083 0.71
S 1.6608 0.9733 -0.1180 0.585 -0.021 0.286 1.60
O 1.2695 1.7550 1.0131 0.006 -0.293 0.195 -0.78
O 1.5949 1.5607 -1.4321 0.074 -0.391 -0.238 -0.98
N 3.2509 0.5657 0.1111 -0.947 0.439 -0.207 0.00
C 3.6850 0.1719 1.4313 0.009 -0.394 0.528 -0.69
C 3.7440 -1.3544 1.5580 -0.092 0.197 0.157 -0.18
O 4.5302 -1.9182 0.5304 0.227 -0.008 0.029 -0.45
C 4.0182 -1.6033 -0.7464 -0.055 0.149 -0.204 -0.23
C 3.9681 -0.0862 -0.9600 0.146 -0.486 -0.409 -0.70
C 0.2085 -1.0273 1.0721 -0.067 0.081 0.165 -0.54
C -0.4914 -2.2215 1.0825 0.155 -0.006 -0.121 -0.75
N -3.5084 -1.5411 0.7500 -0.075 -0.163 0.298 0.16
N -3.3215 -0.1919 0.8002 -0.113 0.576 0.206 -0.75
C -2.7204 0.4332 -0.1318 0.026 -0.852 -0.337 -0.65
C -2.3674 1.8294 0.0243 0.119 0.840 0.207 0.62
C -2.9976 2.6698 0.9410 -0.036 -0.190 -0.089 -0.70
C -2.5647 3.9752 1.0761 0.011 -0.049 0.017 -0.50
C -1.4844 4.4437 0.3497 0.297 -0.049 -0.244 -0.67
C -0.8260 3.6018 -0.5457 -0.420 -0.002 0.193 0.25
O 0.2489 4.0670 -1.2184 0.219 0.103 -0.153 -0.63
C -1.3041 2.3118 -0.7341 -0.230 -0.067 0.035 -0.34
H -3.6850 -4.5389 -0.3131 -0.044 0.035 0.052 0.39
H -3.2210 -3.9273 1.2846 -0.022 -0.037 0.017 0.31
H -1.5000 -4.6232 -1.1007 0.015 -0.030 0.059 0.31
H -1.1795 -4.8956 0.6180 0.000 -0.034 -0.078 0.39
H -0.3835 -2.9438 -2.2141 -0.052 -0.047 -0.088 0.37
H 0.8920 -0.8179 -2.2250 0.011 -0.003 -0.158 0.49
H 2.9890 0.6094 2.1457 0.172 -0.043 0.176 0.37
H 4.6847 0.5883 1.5978 -0.102 0.011 0.006 0.35
H 4.2217 -1.6450 2.4949 -0.113 0.051 0.005 0.38
H 2.7271 -1.7758 1.5204 0.148 0.026 0.046 0.11
H 4.6938 -2.0710 -1.4642 -0.108 0.048 -0.041 0.38
H 3.0111 -2.0347 -0.8586 0.158 0.021 -0.016 0.12
H 3.4689 0.1719 -1.8927 0.202 -0.072 -0.123 0.34
H 4.9891 0.3111 -0.9755 -0.095 0.004 -0.037 0.37
H 0.3537 -0.4489 1.9706 -0.031 0.024 0.171 0.51
H -0.8817 -2.6017 2.0152 -0.060 -0.026 0.113 0.46
H -3.7416 -1.9019 1.6655 0.143 -0.002 -0.325 0.28
H -2.3690 -0.0500 -1.0426 -0.085 -0.117 0.070 0.59
H -3.8190 2.2867 1.5244 -0.099 -0.013 0.072 0.47
H -3.0611 4.6360 1.7717 -0.041 0.056 0.047 0.38
H -1.1241 5.4528 0.4719 0.052 0.122 0.017 0.44
H 0.7596 3.3134 -1.5605 -0.100 0.130 0.092 0.40
H -0.8173 1.6644 -1.4489 -0.035 -0.043 -0.099 0.70
```
Positions in Å, forces in eV/Å.

## Properties
Relative energy (zero: lowest compared OMol25 entry of this formula, charge and spin) (kJ/mol): 270.7
Gap between HOMO and LUMO (eV): 8.218
2S+1: 1
Structure (SMILES): O=C(CCc1ccc(S(=O)(=O)N2CCOCC2)cc1)N/N=C/c1cccc(O)c1
E (eV): -46655.235
HOMO (hartree): -0.29449

Record 2
Below is the molecule C20H23N5OS at a distorted geometry, with properties calculated with ωB97M-V/def2-TZVPD.

```
50
Properties=species:S:1:pos:R:3:forces:R:3:mulliken_charge:R:1
C -4.2458 -1.2090 0.7788 -0.021 0.259 0.073 -0.87
C -4.2981 0.2891 1.0639 -0.255 -0.178 -0.151 -0.87
N -3.1594 0.9747 0.4762 -0.173 -0.108 0.191 0.36
C -1.9581 1.0355 1.2813 0.215 0.353 0.146 0.45
C -1.9213 2.2795 2.1681 0.034 -0.275 -0.109 -1.32
C -3.3260 1.5463 -0.7348 0.337 0.120 0.022 0.75
O -4.3930 1.5401 -1.3194 -0.290 0.015 -0.351 -0.68
C -2.1090 2.1848 -1.3919 0.067 -0.156 -0.240 -0.73
S -1.0227 0.8677 -2.0439 -0.252 0.003 -0.155 -0.14
C 0.4633 1.3014 -1.2539 0.036 0.067 0.037 0.19
N 0.7251 2.4045 -0.5997 -0.978 -0.060 -0.533 -0.22
N 1.9819 2.3141 -0.1541 1.188 -0.134 0.512 -0.85
C 2.4808 1.1602 -0.5209 -0.399 0.159 -0.013 0.62
C 3.8295 0.7344 -0.1970 0.576 -0.168 0.095 0.68
C 4.8451 1.6927 -0.1586 -0.058 -0.209 -0.014 -0.80
C 6.1295 1.2968 0.1608 -0.093 -0.052 -0.001 -0.37
C 6.3585 -0.0469 0.4269 0.154 0.240 0.002 -0.35
N 5.3997 -0.9557 0.4264 0.202 -0.517 0.128 -0.63
C 4.1696 -0.5780 0.1356 -0.273 0.315 -0.110 -0.27
N 1.5408 0.4636 -1.2418 -0.117 0.804 0.194 0.31
C 1.5494 -0.8490 -1.8296 0.008 -0.443 -0.149 -1.99
C 0.6268 -1.7806 -1.0754 0.003 -0.127 0.018 0.99
C -0.1366 -2.7122 -1.7651 0.144 0.055 0.055 -0.38
C -0.9994 -3.5518 -1.0846 -0.045 -0.081 -0.023 -0.71
C -1.1123 -3.4654 0.2926 -0.048 -0.063 0.016 -0.39
C -0.3544 -2.5383 0.9861 0.028 -0.001 0.073 -0.88
C 0.5117 -1.7000 0.3065 0.063 0.002 -0.047 0.11
H -4.2770 -1.3789 -0.2943 -0.005 -0.041 -0.109 0.28
H -5.0973 -1.7043 1.2372 -0.091 -0.126 0.051 0.43
H -3.3304 -1.6491 1.1696 0.073 -0.072 0.034 0.11
H -5.2018 0.7144 0.6226 0.102 -0.024 0.182 0.47
H -4.3031 0.4766 2.1402 0.000 0.051 -0.028 0.35
H -1.0729 1.0128 0.6483 -0.054 -0.084 0.062 -0.69
H -1.9338 0.1378 1.9043 0.048 -0.011 -0.105 0.26
H -1.9290 3.1827 1.5637 0.021 0.103 -0.057 0.26
H -1.0147 2.2763 2.7668 0.102 0.062 0.109 0.41
H -2.7812 2.3034 2.8332 -0.085 0.027 0.085 0.39
H -2.4563 2.7662 -2.2455 -0.005 -0.014 0.201 0.44
H -1.4969 2.7971 -0.7346 -0.038 0.055 0.029 0.36
H 4.6036 2.7213 -0.3778 -0.010 0.087 -0.029 0.45
H 6.9371 2.0108 0.1986 0.080 0.047 -0.002 0.40
H 7.3487 -0.4142 0.6611 0.117 0.068 0.017 0.38
H 3.4266 -1.3625 0.2012 -0.180 0.004 -0.058 0.61
H 1.2100 -0.7641 -2.8679 0.149 -0.053 0.084 0.40
H 2.5769 -1.2248 -1.8313 -0.148 0.109 -0.092 0.65
H -0.0586 -2.7739 -2.8404 -0.021 0.008 -0.151 0.39
H -1.5914 -4.2697 -1.6318 -0.061 -0.061 -0.051 0.39
H -1.7911 -4.1169 0.8223 -0.062 -0.050 0.042 0.45
H -0.4339 -2.4651 2.0611 -0.015 -0.002 0.089 0.38
H 1.0909 -0.9741 0.8610 0.029 0.098 0.034 0.43
```
Positions in Å, forces in eV/Å.

## Properties
Relative energy (zero: lowest compared OMol25 entry of this formula, charge and spin) (kJ/mol): 85.0
Gap between HOMO and LUMO (eV): 8.927
2S+1: 1
Structure (SMILES): CCN(CC)C(=O)CSc1nnc(-c2cccnc2)n1Cc1ccccc1
E (eV): -41446.923
HOMO (hartree): -0.30922

Record 3
Below is the molecule C20H23N7O2 at a distorted geometry, with properties calculated with ωB97M-V/def2-TZVPD.

```
52
Properties=species:S:1:pos:R:3:forces:R:3:mulliken_charge:R:1
C 0.4114 -2.8489 2.0156 -0.068 -0.021 -0.207 -1.96
C -0.3215 -2.1257 0.8833 0.036 -0.426 0.220 0.45
C -1.8052 -1.9188 1.1380 -0.175 -0.091 -0.195 -0.16
C -2.4968 -0.9782 0.3833 0.095 -0.107 0.003 0.11
C -3.8495 -0.7730 0.5869 -0.020 0.053 -0.044 -0.90
C -4.5330 -1.5098 1.5373 -0.080 0.016 0.033 -0.46
C -3.8525 -2.4579 2.2796 -0.053 -0.085 0.052 -0.78
C -2.4987 -2.6633 2.0818 0.079 -0.044 -0.110 -0.40
N 0.3332 -0.8508 0.6507 0.205 0.205 -0.324 0.33
C 1.2008 -0.4988 -0.3310 -0.236 0.086 0.447 -0.41
N 1.5534 -1.3359 -1.3476 -0.165 -0.637 0.005 0.15
C 2.7747 -1.1346 -2.1078 0.336 0.351 0.004 -0.89
C 2.8257 0.2064 -2.8392 -0.140 -0.170 -0.159 -0.42
C 1.6474 0.4332 -3.7951 0.655 -0.117 -0.027 -0.90
N 0.4887 0.9211 -3.1011 -0.410 0.170 -0.006 0.24
C 0.3374 2.1792 -2.5915 -0.170 0.352 0.014 -0.17
C -0.8499 2.1783 -1.9204 0.278 0.266 -0.123 -0.84
N -1.4242 0.9503 -2.0065 -0.431 -0.319 0.063 -0.51
C -0.6001 0.2248 -2.7117 -0.191 -0.076 -0.101 -0.18
N 1.6278 0.7519 -0.2234 0.273 0.215 0.042 -0.31
C 1.0020 1.2383 0.8700 -0.614 -1.207 0.275 0.26
C 0.2019 0.2728 1.4588 0.346 0.765 -0.192 0.35
C -0.4722 0.5124 2.6932 0.197 -0.022 -0.056 0.29
O -1.0934 -0.2539 3.4017 -0.082 -0.055 0.133 -0.67
N -0.2925 1.8462 3.0811 -0.254 0.105 0.326 -0.07
C 0.4493 2.8538 2.5025 0.024 -0.015 0.029 0.47
O 0.5037 3.9639 2.9845 -0.033 0.319 0.165 -0.68
N 1.1335 2.5010 1.3608 0.029 0.031 -0.023 0.03
C 1.9539 3.4707 0.6733 0.145 0.236 -0.069 -0.97
H 1.4860 -2.8233 1.8374 0.038 -0.026 -0.035 0.39
H 0.1982 -2.3523 2.9587 -0.010 0.018 0.090 0.41
H 0.0991 -3.8874 2.0754 -0.028 -0.110 0.058 0.47
H -0.2273 -2.7101 -0.0440 0.010 0.142 0.152 0.56
H -1.9908 -0.3875 -0.3670 0.015 0.036 0.008 0.48
H -4.3631 -0.0296 -0.0040 -0.057 0.074 -0.069 0.44
H -5.5881 -1.3455 1.7007 -0.080 0.011 0.016 0.40
H -4.3747 -3.0395 3.0253 -0.039 -0.041 0.062 0.38
H -1.9928 -3.4011 2.6825 0.093 -0.058 0.100 0.32
H 1.3403 -2.3068 -1.1722 0.031 0.130 -0.017 0.32
H 2.8231 -1.9492 -2.8358 0.032 0.039 0.079 0.44
H 3.6575 -1.2003 -1.4557 -0.063 -0.056 -0.082 0.35
H 3.7581 0.2369 -3.4046 0.039 0.002 -0.021 0.43
H 2.8309 1.0034 -2.0961 0.148 0.001 -0.187 0.28
H 1.9336 1.1726 -4.5501 -0.105 -0.151 0.023 0.38
H 1.3804 -0.4974 -4.3031 -0.025 0.106 -0.044 0.36
H 1.0639 2.9477 -2.7584 0.187 0.140 -0.022 0.49
H -1.3290 2.9729 -1.3842 -0.020 0.249 0.080 0.44
H -0.7617 -0.8029 -2.9713 0.079 -0.231 -0.094 0.45
H -0.7607 2.1117 3.9402 0.109 -0.036 -0.158 0.27
H 1.9713 4.3756 1.2777 0.018 -0.093 -0.088 0.43
H 1.5290 3.6828 -0.3081 0.056 0.032 -0.001 0.20
H 2.9614 3.0745 0.5495 -0.003 0.050 -0.024 0.30
```
Positions in Å, forces in eV/Å.

## Properties
Relative energy (zero: lowest compared OMol25 entry of this formula, charge and spin) (kJ/mol): 0.0
Gap between HOMO and LUMO (eV): 8.173
2S+1: 1
Structure (SMILES): C[C@@H](c1ccccc1)n1c(NCCCn2ccnc2)nc2c1c(=O)[nH]c(=O)n2C
E (eV): -35641.299
HOMO (hartree): -0.28659

Record 4
Below is a structure of composition C20H23N8O3RhSSe2, with properties calculated with ωB97M-V/def2-TZVPD.

```
58
Properties=species:S:1:pos:R:3:forces:R:3:mulliken_charge:R:1
Rh -0.6875 0.4985 -0.3729 0.895 -0.314 -0.053 0.01
S 4.6396 0.4602 5.0879 0.079 -0.006 0.059 0.22
N 3.0408 0.4983 5.2230 -0.125 0.014 0.228 -0.65
C 2.5465 0.5241 4.0000 0.462 -0.007 -0.330 0.89
C 1.1492 0.5649 3.6513 -0.267 0.037 -0.252 0.15
C 0.1238 0.5478 4.6008 0.094 0.016 -0.047 -0.63
C -1.1832 0.5960 4.1749 -0.022 0.027 -0.010 -0.98
C -1.4345 0.6610 2.8071 0.005 0.055 0.117 -0.67
N -0.4726 0.6619 1.8994 0.087 -0.177 -0.354 0.46
C 0.8143 0.6104 2.2905 -0.194 -0.011 0.456 0.06
C 1.8446 0.5651 1.2588 0.468 -0.035 -0.117 0.20
N 1.4595 0.5421 -0.0319 0.000 -0.126 0.081 0.45
C 2.3681 0.4460 -0.9924 0.084 0.032 -0.040 -0.45
C 3.7312 0.3807 -0.7344 0.048 0.016 -0.001 -0.97
C 4.1544 0.4150 0.5752 -0.075 0.018 0.097 -0.64
C 3.2043 0.5062 1.5956 -0.209 0.013 -0.286 0.26
C 3.5542 0.5080 2.9932 -0.366 -0.015 0.478 0.84
N 4.7766 0.4722 3.4879 0.226 -0.009 -0.117 -0.65
H 0.3866 0.4989 5.6494 -0.046 0.002 0.014 0.57
H -2.0075 0.5897 4.8734 0.009 0.000 0.007 0.46
H -2.4526 0.7286 2.4414 0.010 -0.007 0.009 0.49
H 1.9935 0.4186 -2.0087 -0.029 -0.006 0.018 0.28
H 4.4335 0.3029 -1.5519 -0.008 0.001 0.000 0.48
H 5.2012 0.3649 0.8456 0.015 -0.005 -0.057 0.57
C -0.0046 0.0290 -4.4264 0.069 -0.024 0.102 -1.07
Se -1.1441 0.7836 -3.0400 0.058 0.325 -0.158 0.24
C -0.5895 2.6512 -3.2803 0.020 -0.055 -0.016 -0.81
C -1.3151 3.5655 -2.3224 -0.185 -0.140 0.202 -0.96
Se -0.9400 3.0683 -0.4566 0.107 0.525 -0.402 0.55
C -1.2730 4.8065 0.3636 -0.060 0.020 0.132 -1.09
H -0.4351 0.2873 -5.3899 -0.022 0.023 0.021 0.38
H 0.0074 -1.0511 -4.3092 0.009 0.002 0.042 0.34
H 1.0001 0.4348 -4.3429 0.016 -0.041 0.025 0.36
H -0.8153 2.9205 -4.3113 -0.052 -0.022 0.005 0.50
H 0.4890 2.6910 -3.1313 -0.001 -0.006 0.005 0.42
H -2.3930 3.5309 -2.4729 0.008 0.042 -0.019 0.43
H -0.9765 4.5931 -2.4404 0.055 -0.006 0.003 0.50
H -2.2999 5.1047 0.1738 -0.016 -0.073 0.011 0.38
H -0.5777 5.5226 -0.0655 0.045 -0.064 -0.014 0.36
H -1.0970 4.7124 1.4312 -0.007 -0.041 -0.001 0.33
O -3.7800 -1.5226 0.4736 -0.181 -0.435 0.058 -0.31
N -3.5012 -0.3919 0.4173 0.032 0.311 0.046 0.56
O -2.9435 0.2759 -0.4205 -0.908 -0.167 -0.122 -0.12
C -1.8165 -5.1346 -1.6033 -0.160 -0.022 -0.058 -1.06
N -1.2343 -3.9667 -0.9652 -0.044 -0.042 -0.085 0.04
C -0.3430 -4.0321 0.1732 0.121 0.002 0.171 -0.47
C -0.0526 -2.5573 0.4245 0.009 -0.223 0.053 -0.31
O 0.6575 -2.1086 1.2862 -0.013 -0.017 -0.017 -0.50
N -0.7578 -1.8173 -0.5150 -0.277 0.634 0.015 0.78
C -1.4341 -2.6935 -1.2861 0.300 -0.055 0.073 -0.09
N -2.1948 -2.3206 -2.3245 -0.188 -0.079 0.131 -0.29
H -1.1921 -5.9970 -1.3864 0.028 0.014 -0.026 0.35
H -1.8503 -5.0069 -2.6851 0.056 -0.007 0.004 0.40
H -2.8227 -5.3382 -1.2318 0.019 0.026 0.021 0.33
H 0.5729 -4.5815 -0.0512 0.002 0.025 -0.018 0.37
H -0.8166 -4.4884 1.0449 -0.006 0.027 -0.005 0.35
H -2.4574 -1.3503 -2.3850 -0.031 0.016 -0.024 0.10
H -2.8532 -2.9808 -2.7081 0.053 0.015 -0.053 0.25
```
Positions in Å, forces in eV/Å.

## Properties
Relative energy (zero: lowest compared OMol25 entry of this formula, charge and spin) (kJ/mol): 34.6
Gap between HOMO and LUMO (alpha / beta) (eV): 7.639 / 5.972
2S+1: 5
⟨S²⟩: 6.015
Total charge: +2
E (eV): -183696.476
HOMO (alpha / beta) (hartree): -0.50520 / -0.51284